Formula: Ag2Br
Source: the Open Molecules 2025 dataset
Level of theory: ωB97M-V with the def2-TZVPD basis set

CARTESIAN COORDINATES (ANGSTROEM)
1 Ag 8.014 -21.279 -8.225
2 Ag 2.881 -21.456 -11.327
3 Br 7.014 -19.702 -12.410

Output
E_tot = -2867.52506 a.u.
Kohn-Sham gap = 4.134 eV
spin multiplicity = 1
HOMO energy = -10.838 eV
net charge = +1

***

Formula: Ag2F2H6O3
Source: the Open Molecules 2025 dataset
Level of theory: ωB97M-V with the def2-TZVPD basis set

CARTESIAN COORDINATES (ANGSTROEM)
1 Ag -1.764 1.105 1.590
2 Ag -1.544 1.249 -2.141
3 F -2.859 2.050 -0.249
4 F -0.548 0.463 -0.200
5 O -0.148 -1.886 1.885
6 H -0.013 -1.238 2.575
7 H -1.013 -1.682 1.529
8 O 0.763 -1.983 -1.314
9 H 0.281 -1.313 -0.830
10 H 0.951 -1.578 -2.161
11 O 1.982 1.801 -0.565
12 H 2.698 1.616 0.042
13 H 1.214 1.397 -0.161

Output
E_tot = -722.35641 a.u.
<S²> = 3.76
Kohn-Sham gap (alpha / beta) = 3.865 / 3.321 eV
spin multiplicity = 4
HOMO energy (alpha / beta) = -11.490 / -14.357 eV
net charge = +1

***

Formula: AgClH10O5
Source: the Open Molecules 2025 dataset
Level of theory: ωB97M-V with the def2-TZVPD basis set

CARTESIAN COORDINATES (ANGSTROEM)
1 Ag -0.896 3.045 0.323
2 Cl 0.164 0.542 -0.061
3 O 2.429 1.381 2.278
4 H 1.998 1.836 3.002
5 H 1.722 0.917 1.831
6 O -1.719 -0.048 -2.568
7 H -1.073 0.281 -1.944
8 H -1.664 -1.000 -2.492
9 O -0.857 -1.885 2.530
10 H -0.339 -1.751 1.736
11 H -0.207 -2.004 3.223
12 O -2.052 -2.335 -0.148
13 H -1.624 -2.405 -1.002
14 H -1.861 -1.443 0.143
15 O 2.241 1.485 -2.553
16 H 2.077 1.139 -1.676
17 H 1.662 2.245 -2.624

Output
E_tot = -988.38997 a.u.
<S²> = 2.01
Kohn-Sham gap (alpha / beta) = 9.286 / 3.393 eV
energy above the lowest of the compared OMol25 structures with the same formula, charge and spin = 35.86 kJ/mol
spin multiplicity = 3
HOMO energy (alpha / beta) = -18.692 / -17.892 eV
net charge = +2

***

Formula: AgH12O10P
Source: the Open Molecules 2025 dataset
Level of theory: ωB97M-V with the def2-TZVPD basis set

CARTESIAN COORDINATES (ANGSTROEM)
1 Ag 0.065 0.274 0.079
2 P -2.552 -0.002 0.652
3 O -2.033 1.085 -0.157
4 O -1.800 -0.597 -0.463
5 O -1.554 -0.886 1.211
6 O -1.467 0.912 1.453
7 O 0.364 -1.100 2.788
8 H -0.463 -0.993 2.206
9 H 0.115 -1.808 3.368
10 O -0.155 -1.785 -1.950
11 H 0.390 -1.315 -2.530
12 H -0.740 -1.029 -1.623
13 O 1.612 -1.668 0.350
14 H 1.154 -1.475 1.187
15 H 2.463 -2.055 0.621
16 O 2.143 0.629 -2.016
17 H 2.690 0.978 -2.703
18 H 1.223 0.979 -2.137
19 O -0.579 1.363 -2.114
20 H -0.823 2.257 -2.229
21 H -1.255 1.197 -1.396
22 O 0.468 2.051 1.669
23 H 1.120 1.462 2.142
24 H -0.384 1.524 1.586

Output
E_tot = -1247.36366 a.u.
Kohn-Sham gap = 3.804 eV
energy above the lowest of the compared OMol25 structures with the same formula, charge and spin = 122.45 kJ/mol
spin multiplicity = 1
HOMO energy = 1.663 eV
net charge = -2